(1)
This record from OMol25 describes a cluster of 6 separate species, C28H58O14S6 in total. The level of theory is ωB97M-V/def2-TZVPD.

The geometry in XYZ format:
```
106
Properties=species:S:1:pos:R:3:mulliken_charge:R:1
C -4.625 -3.705 -0.895 -0.755
C -6.016 -3.442 -1.504 -0.875
C -6.069 -2.126 -2.296 -0.341
C -6.279 -0.884 -1.407 -0.892
C -5.461 0.335 -1.858 -0.723
C -3.956 0.102 -1.691 -0.270
O -3.192 0.282 -2.906 -0.296
S -2.889 1.793 -3.396 0.520
O -3.054 2.637 -2.234 -0.525
O -1.248 1.541 -3.482 0.140
O -0.936 1.649 -4.908 -0.391
C 0.486 1.579 -5.012 0.321
C 0.772 1.101 -6.427 -1.293
H -3.851 -3.546 -1.650 0.080
H -4.423 -3.048 -0.044 0.228
H -4.521 -4.728 -0.532 0.487
H -6.312 -4.285 -2.133 0.364
H -6.757 -3.387 -0.695 0.347
H -6.881 -2.160 -3.030 0.426
H -5.135 -2.028 -2.863 0.173
H -6.034 -1.116 -0.364 0.348
H -7.343 -0.622 -1.422 0.437
H -5.744 1.216 -1.276 0.342
H -5.687 0.550 -2.908 0.328
H -3.751 -0.935 -1.406 0.051
H -3.542 0.747 -0.915 0.549
H 0.916 2.568 -4.820 0.017
H 0.859 0.884 -4.252 0.174
H 0.445 1.844 -7.159 0.317
H 0.262 0.158 -6.621 0.341
H 1.849 0.969 -6.555 0.382
C 0.853 -1.353 0.227 -0.703
C -0.159 -1.134 -0.905 0.055
C -0.557 -2.513 -1.442 -0.731
S -0.367 -3.646 -0.055 1.428
O 0.690 -4.575 -0.375 -0.722
O -1.650 -4.155 0.370 -0.668
C 0.265 -2.448 1.111 -0.798
H 1.033 -0.446 0.796 0.460
H 1.810 -1.683 -0.183 0.293
H -1.039 -0.625 -0.510 0.039
H 0.244 -0.513 -1.701 0.049
H -1.587 -2.565 -1.788 0.058
H 0.111 -2.861 -2.227 0.467
H 0.984 -2.937 1.760 0.294
H -0.579 -2.083 1.695 0.394
C 1.958 5.320 -2.915 -0.688
C 0.942 4.697 -1.946 -0.263
C 1.729 3.862 -0.931 -0.763
S 3.347 4.633 -0.805 1.087
O 4.352 3.717 -1.283 -0.695
O 3.493 5.243 0.495 -0.593
C 3.064 5.899 -2.039 -0.386
H 1.505 6.089 -3.538 0.433
H 2.372 4.552 -3.574 0.235
H 0.402 5.488 -1.427 0.234
H 0.209 4.082 -2.468 0.172
H 1.278 3.862 0.059 0.385
H 1.890 2.839 -1.268 0.404
H 4.002 6.089 -2.556 0.508
H 2.731 6.795 -1.515 0.051
C 0.784 -8.855 1.133 -0.726
C 0.227 -7.535 0.581 -0.401
C -0.879 -7.887 -0.417 -0.510
S -1.553 -9.466 0.118 1.181
O -1.268 -10.462 -0.886 -0.672
O -2.900 -9.305 0.604 -0.678
C -0.429 -9.707 1.493 -0.745
H 1.426 -8.693 1.998 0.353
H 1.375 -9.363 0.368 0.335
H -0.195 -6.944 1.396 0.229
H 0.993 -6.929 0.109 0.306
H -1.687 -7.159 -0.432 0.201
H -0.494 -8.034 -1.424 0.368
H -0.227 -10.771 1.589 0.426
H -0.932 -9.337 2.386 0.348
C 2.605 8.799 2.946 -0.703
C 1.114 8.989 3.256 -0.561
C 0.353 8.822 1.935 -0.829
S 1.349 7.711 0.927 1.288
O 1.806 8.430 -0.240 -0.768
O 0.652 6.460 0.752 -0.715
C 2.702 7.545 2.083 -0.663
H 3.198 8.698 3.854 0.364
H 2.985 9.661 2.393 0.316
H 0.789 8.228 3.968 0.292
H 0.911 9.963 3.700 0.330
H -0.631 8.375 2.054 0.333
H 0.270 9.757 1.385 0.376
H 3.623 7.443 1.518 0.422
H 2.524 6.635 2.653 0.405
C 4.998 -0.886 5.076 -0.579
C 3.892 -0.767 6.135 -0.608
C 2.548 -0.782 5.395 -0.731
S 2.823 -1.739 3.897 1.267
O 2.656 -0.871 2.757 -0.601
O 2.104 -2.986 3.966 -0.716
C 4.571 -2.022 4.151 -0.776
H 5.969 -1.086 5.524 0.358
H 5.076 0.044 4.508 0.290
H 3.947 -1.616 6.818 0.294
H 3.996 0.140 6.728 0.321
H 1.750 -1.261 5.957 0.380
H 2.237 0.212 5.081 0.380
H 5.063 -2.024 3.182 0.394
H 4.672 -2.996 4.629 0.377
```

Summary:
Kohn-Sham gap: 10.16 eV
energy: -4543.99955 Ha
highest occupied orbital energy: -9.795 eV
LUMO: 0.4 eV
charge: 0

(2)
This record from OMol25 describes a cluster of 5 separate species, C28H38N3O13 in total. The level of theory is ωB97M-V/def2-TZVPD.

The geometry in XYZ format:
```
82
Properties=species:S:1:pos:R:3:mulliken_charge:R:1
N -0.972 -3.963 -3.210 -0.604
C -1.421 -3.984 -1.848 0.522
O -1.599 -4.997 -1.229 -0.565
C -1.675 -2.631 -1.247 -0.892
C -0.799 -2.370 -0.009 -0.811
C 0.621 -2.818 -0.169 0.348
C 1.412 -2.242 -1.139 -0.790
N 2.689 -2.625 -1.317 0.182
C 3.297 -3.571 -0.579 0.132
C 4.723 -3.935 -0.865 -0.838
C 5.535 -2.807 -1.464 -0.611
O 5.042 -2.378 -2.733 -0.597
C 2.557 -4.153 0.427 -0.401
C 1.233 -3.792 0.626 0.682
C 0.457 -4.455 1.721 -0.225
O -0.162 -5.442 1.576 -0.388
O 0.486 -3.728 2.896 -0.133
N 1.735 -4.050 3.580 -0.651
C 2.240 -2.969 3.933 0.897
O 2.704 -1.970 4.258 -0.338
H 0.020 -4.180 -3.225 0.271
H -1.416 -4.749 -3.677 0.363
H -1.439 -1.885 -1.998 0.345
H -2.724 -2.565 -0.980 0.572
H -1.238 -2.848 0.861 0.807
H -0.804 -1.302 0.196 0.223
H 1.046 -1.468 -1.794 0.604
H 3.242 -2.138 -2.023 0.546
H 4.778 -4.830 -1.483 0.289
H 5.155 -4.211 0.094 0.457
H 5.558 -1.965 -0.778 0.358
H 6.565 -3.133 -1.589 0.352
H 4.590 -3.102 -3.177 0.324
H 3.009 -4.902 1.057 0.630
O 1.089 0.976 -0.258 -0.593
C 0.875 0.872 0.915 0.445
O 0.142 -0.160 1.410 -0.280
C -0.053 0.002 2.827 -0.487
C 1.080 0.915 3.283 -0.530
C 1.306 1.786 2.046 -0.289
H -1.037 0.443 2.995 0.271
H -0.033 -0.984 3.286 0.279
H 0.845 1.462 4.192 0.438
H 1.976 0.322 3.469 0.150
H 0.665 2.668 2.036 0.132
H 2.337 2.096 1.909 0.364
O -4.651 -3.074 -2.143 -0.572
C -5.151 -4.097 -2.525 0.530
O -5.926 -4.141 -3.622 -0.365
C -6.486 -5.458 -3.795 -0.449
C -5.553 -6.388 -3.025 -0.551
C -5.070 -5.477 -1.896 -0.146
H -7.498 -5.452 -3.386 0.256
H -6.537 -5.671 -4.858 0.340
H -6.044 -7.299 -2.690 0.337
H -4.711 -6.672 -3.656 0.250
H -5.740 -5.494 -1.035 0.303
H -4.057 -5.686 -1.563 0.084
O 3.420 3.838 0.369 -0.631
C 2.393 4.311 -0.025 0.578
O 1.516 4.921 0.806 -0.351
C 0.321 5.293 0.085 0.023
C 0.742 5.365 -1.377 -0.547
C 1.841 4.303 -1.436 -0.313
H -0.436 4.524 0.260 0.222
H -0.041 6.239 0.477 -0.065
H -0.084 5.198 -2.063 0.391
H 1.162 6.348 -1.589 0.262
H 1.447 3.304 -1.631 0.058
H 2.628 4.531 -2.148 0.371
O -0.706 9.115 -0.183 -0.582
C -0.918 9.071 0.991 0.577
O -1.668 8.085 1.544 -0.380
C -1.843 8.314 2.954 -0.387
C -0.686 9.224 3.356 -0.494
C -0.462 10.030 2.075 -0.440
H -2.816 8.785 3.105 0.290
H -1.834 7.353 3.463 0.299
H -0.905 9.826 4.235 0.333
H 0.198 8.623 3.570 0.246
H -1.092 10.919 2.027 0.263
H 0.573 10.314 1.914 0.302
```

Summary:
Kohn-Sham gap: 7.86 eV
energy: -2231.89333 Ha
highest occupied orbital energy: -11.754 eV
LUMO: -3.9 eV
charge: +1

(3)
This record from OMol25 describes a structure of composition C28H38IrN7O3 in a non-equilibrium geometry. The level of theory is ωB97M-V/def2-TZVPD.

The geometry in XYZ format:
```
77
Properties=species:S:1:pos:R:3:lowdin_spin:R:1
Ir -16.051 -8.269 -12.999 2.818
C -16.285 -10.298 -15.885 0.000
C -17.151 -9.038 -15.762 0.023
N -16.517 -7.864 -15.168 0.169
C -17.363 -6.612 -15.149 0.009
C -18.482 -6.670 -14.171 0.011
N -17.973 -7.088 -12.845 0.161
C -18.941 -7.342 -11.768 0.013
C -18.277 -7.796 -10.521 0.002
C -17.907 -9.276 -10.476 0.010
N -17.244 -9.765 -11.723 0.138
C -16.600 -11.071 -11.588 0.012
C -15.196 -11.053 -12.282 0.016
N -15.344 -10.350 -13.585 0.154
C -16.183 -11.071 -14.609 0.016
H -15.261 -9.997 -16.189 0.000
H -16.721 -10.950 -16.630 0.000
H -18.013 -9.258 -15.138 0.004
H -17.536 -8.785 -16.709 0.007
H -15.595 -7.660 -15.500 0.004
H -17.607 -6.448 -16.143 0.003
H -16.801 -5.744 -14.849 0.000
H -19.230 -7.385 -14.419 0.000
H -18.989 -5.681 -14.199 0.004
H -17.385 -6.368 -12.492 0.008
H -19.705 -8.095 -12.089 0.001
H -19.479 -6.424 -11.538 0.006
H -19.053 -7.677 -9.788 0.000
H -17.297 -7.206 -10.334 0.000
H -18.757 -9.895 -10.266 0.003
H -17.100 -9.515 -9.733 0.000
H -17.881 -10.027 -12.430 0.007
H -17.276 -11.864 -11.847 0.002
H -16.352 -11.368 -10.543 0.001
H -14.835 -12.102 -12.468 0.004
H -14.610 -10.520 -11.612 0.002
H -14.395 -10.206 -13.997 0.004
H -17.161 -11.279 -14.111 0.001
H -15.747 -12.048 -14.724 0.005
C -15.071 -2.301 -12.162 0.000
C -15.436 -3.561 -12.567 0.002
N -16.526 -4.197 -12.086 0.000
C -17.265 -3.592 -11.152 0.001
C -16.930 -2.371 -10.635 0.001
C -15.840 -1.698 -11.134 0.000
C -17.753 -1.712 -9.596 0.000
C -17.795 -1.881 -8.284 0.000
C -17.134 -2.945 -7.455 0.000
C -17.507 -3.141 -6.093 0.000
C -16.888 -4.157 -5.439 0.000
N -15.958 -4.985 -5.965 0.000
C -15.654 -4.780 -7.221 0.001
N -16.190 -3.777 -8.001 0.000
H -14.188 -1.733 -12.472 0.000
H -14.903 -4.099 -13.334 0.001
H -18.022 -4.216 -10.732 0.000
H -15.552 -0.705 -10.773 0.000
H -18.239 -0.835 -10.034 0.000
H -18.544 -1.344 -7.729 0.000
H -18.254 -2.529 -5.601 0.000
H -17.198 -4.437 -4.457 0.000
H -14.922 -5.428 -7.750 0.000
O -14.147 -4.994 -9.892 0.311
C -13.062 -5.140 -10.586 0.040
C -11.855 -4.438 -10.069 0.184
C -10.649 -4.561 -10.748 -0.031
C -10.606 -5.257 -12.025 0.263
C -11.766 -5.810 -12.575 0.053
C -12.972 -5.810 -11.903 0.127
C -14.019 -6.702 -12.292 0.062
O -15.041 -6.993 -11.518 0.207
O -14.021 -7.232 -13.450 0.146
H -15.884 -3.637 -8.918 0.000
H -11.933 -4.136 -9.056 0.008
H -9.774 -4.062 -10.353 -0.005
H -9.660 -5.103 -12.667 0.007
H -11.722 -6.378 -13.516 0.000
```

Summary:
Kohn-Sham gap (alpha / beta): 8.00 / 6.93 eV
energy: -1802.02562 Ha
highest occupied orbital energy (alpha / beta): -16.219 / -17.077 eV
LUMO (alpha / beta): -8.2 / -10.2 eV
charge: +3
energy relative to the best compared isomer or geometry (same formula, charge and spin): 0.0 kcal/mol
spin multiplicity: 6

(4)
This record from OMol25 describes an isolated molecule of C4H8O2. The level of theory is ωB97M-V/def2-TZVPD.

The geometry in XYZ format:
```
14
Properties=species:S:1:pos:R:3:nbo_charge:R:1
C -1.626 -0.250 -0.462 -0.636
C -0.233 0.345 -0.261 0.074
O -0.239 1.316 0.767 -0.718
C 0.709 -0.789 0.193 -0.201
C 2.275 0.135 0.041 0.109
O 2.182 -0.727 1.013 -0.476
H -2.323 0.533 -0.785 0.217
H -1.626 -1.033 -1.229 0.218
H -1.996 -0.669 0.479 0.217
H 0.141 0.765 -1.203 0.179
H -0.777 2.061 0.472 0.474
H 0.839 -1.550 -0.569 0.238
H 0.259 -1.183 1.114 0.216
H 2.398 1.167 0.485 0.089
```

Summary:
Kohn-Sham gap: 8.38 eV
energy: -307.48802 Ha
highest occupied orbital energy: -7.626 eV
LUMO: 0.8 eV
charge: 0
energy relative to the best compared isomer or geometry (same formula, charge and spin): 140.8 kcal/mol

(5)
This record from OMol25 describes a cluster of 3 separate species, C21H25ClF9N4O3S in total in a non-equilibrium geometry. The level of theory is ωB97M-V/def2-TZVPD.

The geometry in XYZ format:
```
64
Properties=species:S:1:pos:R:3:nbo_charge:R:1
C 3.962 2.137 1.708 -0.644
C 2.666 1.149 1.386 -0.198
Cl 2.736 0.319 -0.264 -0.033
C 1.321 2.022 1.692 -0.492
C 0.054 1.763 0.689 0.069
C -1.265 0.902 1.219 0.074
N -2.522 0.643 0.362 -0.425
C -3.710 -0.152 0.947 0.813
F -4.357 -1.059 -0.033 -0.275
F -3.058 -1.113 1.921 -0.312
C -4.714 0.746 1.863 0.587
F -5.204 -0.165 2.965 -0.281
F -3.961 1.833 2.595 -0.313
C -6.008 1.410 1.165 0.578
F -6.220 1.168 -0.271 -0.286
F -7.227 0.856 1.866 -0.293
C -6.141 3.066 1.368 0.945
F -7.385 3.436 0.595 -0.312
F -6.409 3.461 2.771 -0.289
F -5.034 3.818 0.713 -0.320
C -2.555 1.237 -1.044 0.430
N -3.760 1.107 -2.000 -0.829
C -1.295 2.104 -1.720 0.299
O -1.361 2.627 -3.109 -0.674
C 0.065 2.401 -0.857 -0.049
C 1.352 3.264 -1.465 0.735
O 1.585 3.336 -2.805 -0.460
O 2.315 4.021 -0.625 -0.649
S 1.683 5.546 -0.200 0.332
H 3.672 3.287 1.724 0.223
H 4.313 1.888 2.819 0.235
H 4.860 1.991 0.973 0.259
H 2.720 0.288 2.205 0.244
H 0.967 1.726 2.794 0.253
H 1.490 3.198 1.728 0.273
H -1.158 0.516 2.343 0.303
H -3.614 0.272 -2.611 0.417
H -3.839 1.998 -2.578 0.427
H -0.802 1.990 -3.664 0.523
H 0.279 5.387 -0.030 0.113
C -2.074 -5.043 1.904 -0.614
C -0.744 -5.741 2.169 -0.387
C 0.376 -4.766 2.537 -0.506
C 0.603 -3.790 1.393 0.307
N 0.792 -2.981 0.445 -0.378
H -2.010 -4.362 1.050 0.209
H -2.850 -5.780 1.674 0.226
H -2.398 -4.469 2.780 0.201
H -0.461 -6.314 1.278 0.216
H -0.876 -6.459 2.986 0.220
H 1.304 -5.315 2.730 0.262
H 0.118 -4.206 3.442 0.244
C 4.971 0.046 -3.117 -0.612
C 5.456 -0.923 -4.190 -0.387
C 5.195 -2.388 -3.831 -0.501
C 5.928 -2.740 -2.547 0.282
N 6.536 -3.032 -1.482 -0.337
H 5.498 -0.104 -2.169 0.220
H 5.152 1.080 -3.429 0.220
H 3.897 -0.073 -2.937 0.192
H 6.529 -0.766 -4.352 0.216
H 4.950 -0.691 -5.134 0.210
H 5.547 -3.040 -4.637 0.255
H 4.122 -2.565 -3.695 0.242
```

Summary:
Kohn-Sham gap: 6.33 eV
energy: -3016.20149 Ha
highest occupied orbital energy: -12.459 eV
LUMO: -6.1 eV
charge: +1

(6)
This record from OMol25 describes a structure of composition C41H41BiBrN4O7S4. The level of theory is ωB97M-V/def2-TZVPD.

The geometry in XYZ format:
```
99
Properties=species:S:1:pos:R:3:mulliken_charge:R:1
Bi -0.170 0.144 -0.188 2.341
C 0.546 -2.157 2.116 -1.100
N 1.121 -1.801 0.817 0.846
C 2.552 -1.503 0.948 -1.058
C 0.890 -2.871 -0.158 -1.666
C -0.567 -2.937 -0.549 0.930
C -1.161 -4.152 -0.868 -0.747
C -2.501 -4.201 -1.227 -0.763
C -3.243 -3.030 -1.279 -0.890
C -2.638 -1.812 -0.989 -0.678
C -1.300 -1.750 -0.613 0.801
H 0.991 -3.090 2.490 0.299
H -0.529 -2.280 2.024 0.304
H 0.727 -1.355 2.828 0.155
H 3.107 -2.396 1.268 0.276
H 2.683 -0.707 1.676 0.054
H 2.942 -1.140 -0.002 0.238
H 1.229 -3.834 0.249 0.462
H 1.485 -2.646 -1.046 0.305
H -0.574 -5.065 -0.838 0.419
H -2.964 -5.152 -1.463 0.352
H -4.293 -3.065 -1.546 0.437
H -3.200 -0.890 -1.080 0.500
Br 4.187 -0.715 -8.294 -0.235
C 3.496 -0.541 -6.525 0.129
C 2.250 -1.068 -6.236 -0.631
C 1.756 -0.940 -4.945 -0.161
C 2.500 -0.296 -3.965 0.110
C 3.747 0.226 -4.283 -0.202
C 4.257 0.108 -5.568 -0.548
C 1.961 -0.155 -2.550 0.274
O 2.671 0.413 -1.706 -0.710
O 0.808 -0.654 -2.351 -0.986
H 1.679 -1.567 -7.007 0.416
H 0.785 -1.335 -4.677 0.433
H 4.308 0.726 -3.504 0.452
H 5.226 0.515 -5.824 0.412
O -1.473 5.582 -0.828 -0.724
S -1.258 4.650 -1.905 1.169
O -0.268 5.009 -2.884 -0.742
N -0.996 3.145 -1.336 -0.140
C -1.946 2.311 -1.706 0.246
O -1.995 1.079 -1.441 -0.349
C -3.041 2.937 -2.514 0.138
C -4.180 2.323 -2.999 -0.301
C -5.107 3.112 -3.668 -0.714
C -4.882 4.475 -3.852 -0.519
C -3.724 5.080 -3.378 -0.639
C -2.817 4.284 -2.710 -0.046
H -4.326 1.261 -2.844 0.484
H -6.021 2.667 -4.044 0.401
H -5.624 5.069 -4.372 0.386
H -3.537 6.134 -3.537 0.453
O -1.254 0.176 1.802 -0.693
C -1.859 1.253 2.459 2.262
C -0.885 2.394 2.734 -0.098
C -0.461 3.365 1.878 -0.005
C 0.466 4.266 2.471 -1.032
C 0.735 3.963 3.768 -0.708
S -0.163 2.599 4.293 -0.205
C -3.089 1.748 1.692 -0.212
C -3.987 0.932 1.074 -0.479
C -5.113 1.632 0.566 -0.902
C -5.056 2.967 0.827 -0.485
S -3.620 3.383 1.664 -0.040
C -2.427 0.710 3.788 -0.990
C -3.151 1.314 4.770 -0.207
C -3.532 0.413 5.806 -0.834
C -3.093 -0.854 5.577 -0.596
S -2.215 -0.965 4.104 -0.111
H -0.769 3.423 0.843 0.065
H 0.884 5.117 1.950 0.806
H 1.401 4.471 4.450 0.404
H -3.821 -0.134 0.983 0.799
H -5.935 1.163 0.039 0.409
H -5.763 3.733 0.546 0.487
H -3.404 2.366 4.754 0.541
H -4.106 0.707 6.676 0.383
H -3.242 -1.733 6.187 0.466
C 2.704 3.552 -0.262 -0.761
N 3.271 3.537 1.081 0.297
C 3.528 4.840 1.659 -1.357
C 3.038 2.424 1.849 -0.402
O 2.261 1.549 1.500 0.687
N 3.755 2.349 3.047 0.270
C 3.439 1.215 3.900 -0.907
C 5.169 2.681 3.070 -1.182
H 3.404 4.055 -0.933 0.348
H 1.748 4.085 -0.292 0.303
H 2.543 2.533 -0.602 0.022
H 2.710 5.522 1.408 0.435
H 4.455 5.276 1.271 0.317
H 3.589 4.769 2.742 0.412
H 2.398 0.942 3.771 0.116
H 3.614 1.491 4.943 0.302
H 4.065 0.346 3.659 0.325
H 5.412 3.455 2.348 0.423
H 5.781 1.799 2.837 0.339
H 5.446 3.028 4.069 0.315
```

Summary:
Kohn-Sham gap: 8.09 eV
energy: -6714.19283 Ha
highest occupied orbital energy: -5.792 eV
LUMO: 2.3 eV
charge: -1
energy relative to the best compared isomer or geometry (same formula, charge and spin): 0.0 kcal/mol